Molecular formula: C25H21GeIrN3O2S2
Method: DFT, ωB97M-V/def2-TZVPD

CARTESIAN COORDINATES (ANGSTROEM)
Ir: 0.0302 -0.5789 -0.1173
N: -1.1985 -1.3297 1.3964
C: -0.6574 -1.8838 2.6714
C: 0.2591 -0.8617 3.3125
C: 1.5736 -0.8010 2.5662
O: 2.6339 -0.7657 3.1230
O: 1.4915 -0.7612 1.2318
H: -1.8557 -0.5815 1.6190
H: -1.7562 -2.0371 0.9180
H: -0.1166 -2.7996 2.4372
H: -1.5038 -2.1360 3.3098
H: 0.4710 -1.1257 4.3458
H: -0.2130 0.1270 3.3198
S: -1.3173 1.2378 -0.3428
C: -1.3412 1.0213 -2.0642
S: -0.4282 -0.4820 -2.2547
C: -1.8952 1.7917 -3.0199
C: -2.6349 2.9595 -2.6447
N: -3.2320 3.8937 -2.3434
C: -1.7548 1.4562 -4.4033
N: -1.6188 1.1576 -5.5042
C: 0.8981 4.0794 -4.2353
C: 1.4037 2.7963 -4.4077
C: 1.6877 2.0129 -3.3002
C: 1.4576 2.5010 -2.0119
C: 0.9560 3.7926 -1.8489
C: 0.6785 4.5786 -2.9586
Ge: 1.9507 1.4101 -0.5033
C: 1.9970 2.2326 1.2269
C: 3.1245 1.9802 2.0084
C: 3.2726 2.6035 3.2393
C: 2.2913 3.4660 3.7024
C: 1.1581 3.7147 2.9351
C: 1.0112 3.1042 1.7007
C: 3.4466 0.2880 -1.0175
C: 4.4272 1.0235 -1.6928
C: 5.5826 0.4084 -2.1529
C: 5.7565 -0.9548 -1.9722
C: 4.7811 -1.6965 -1.3214
C: 3.6365 -1.0796 -0.8375
H: 0.6764 4.6920 -5.0994
H: 1.5750 2.4083 -5.4032
H: 2.0943 1.0175 -3.4420
H: 0.7870 4.1992 -0.8597
H: 0.2827 5.5767 -2.8258
H: 3.8793 1.2800 1.6707
H: 4.1490 2.4016 3.8401
H: 2.4044 3.9450 4.6660
H: 0.3942 4.3902 3.2971
H: 0.1281 3.3168 1.1120
H: 4.2989 2.0867 -1.8701
H: 6.3381 0.9942 -2.6593
H: 6.6520 -1.4394 -2.3378
H: 4.9167 -2.7601 -1.1778
H: 2.9214 -1.6791 -0.2972

Calculated values
**HOMO-LUMO gap**: 6.37 eV
**Total charge**: +1
**Energy above the lowest of the compared OMol25 structures with the same formula, charge and spin**: 0.00 kJ/mol
**E_HOMO**: -12.16 eV

Atom charges from the natural (NBO) analysis, given in e for atoms 1 to 8:
1 Ir 0.6858
2 N -0.7268
3 C -0.2201
4 C -0.5432
5 C 0.7974
6 O -0.5394
7 O -0.7953
8 H 0.4121